{"formula": "C22H80ClN2O32PS", "method": "ωB97M-V with the def2-TZVPD basis set", "max_force_ev_per_a": 2.57, "homo_lumo_gap_ha": 0.2601, "elements": ["C", "C", "O", "C", "C", "O", "C", "C", "O", "C", "C", "C", "Cl", "C", "O", "C", "C", "C", "C", "P", "O", "O", "S", "C", "C", "N", "C", "C", "C", "C", "O", "C", "N", "C", "O", "H", "H", "H", "H", "H", "H", "H", "H", "H", "H", "H", "H", "H", "H", "H", "H", "H", "H", "H", "H", "H", "H", "H", "H", "H", "H", "H", "H", "H", "H", "H", "H", "O", "H", "H", "O", "H", "H", "O", "H", "H", "O", "H", "H", "O", "H", "H", "O", "H", "H", "O", "H", "H", "O", "H", "H", "O", "H", "H", "O", "H", "H", "O", "H", "H", "O", "H", "H", "O", "H", "H", "O", "H", "H", "O", "H", "H", "O", "H", "H", "O", "H", "H", "O", "H", "H", "O", "H", "H", "O", "H", "H", "O", "H", "H", "O", "H", "H", "O", "H", "H", "O", "H", "H"], "xyz": [[3.1433, 3.7734, 1.9883], [4.5883, 3.3697, 1.5839], [4.8064, 1.9751, 1.7888], [5.8558, 1.4734, 1.0073], [5.4921, 0.1299, 0.3214], [4.5750, -0.6480, 1.0691], [3.2390, -0.4809, 0.6265], [2.7525, -1.6901, -0.1914], [2.3839, -2.7270, 0.7074], [1.5396, -3.6818, 0.0720], [0.0754, -3.2886, 0.2704], [-0.5561, -3.2606, 1.4407], [0.2717, -3.7528, 2.8842], [-2.0035, -2.7952, 1.4978], [-2.7734, -3.3369, 2.2617], [-2.3590, -1.6983, 0.5170], [-1.7207, -1.7639, -0.7095], [-1.9469, -0.8966, -1.7264], [-2.8656, 0.1168, -1.5368], [-3.1287, 1.1458, -3.0293], [-4.6918, 1.2859, -3.3974], [-2.4818, 2.6220, -2.9217], [-2.2681, 0.2778, -4.5514], [-3.5038, 0.2550, -0.2917], [-4.4724, 1.4036, -0.1042], [-3.9380, 2.5205, 0.6950], [-2.7189, 3.1302, 0.1342], [-3.2604, -0.6657, 0.7539], [-3.9749, -0.6079, 2.1080], [-3.7464, 0.6623, 2.9658], [-4.9445, 1.4286, 3.1780], [-3.3000, 0.2244, 4.3761], [-3.0498, 1.3614, 5.2619], [-0.7136, -2.8539, -0.9663], [-0.6146, -3.3277, -2.0719], [3.2394, 4.5867, 2.7292], [2.6607, 4.2345, 1.1173], [2.5705, 2.9299, 2.3622], [4.6915, 3.6654, 0.5276], [5.2927, 3.9355, 2.2000], [6.1288, 2.1724, 0.1984], [6.7848, 1.3175, 1.5820], [6.4327, -0.4335, 0.2340], [5.1419, 0.3079, -0.7022], [2.6168, -0.4409, 1.5303], [3.1193, 0.4539, 0.0646], [3.5911, -1.9727, -0.8482], [1.9080, -1.3543, -0.8181], [1.7691, -3.6153, -1.0022], [1.7932, -4.6991, 0.3832], [-1.3959, -1.0523, -2.6484], [-5.0233, 2.1719, -3.1810], [-1.5684, 2.5049, -3.2302], [-5.3289, 1.0027, 0.4628], [-4.8977, 1.7929, -1.0398], [-4.6450, 3.2498, 0.6746], [-1.9335, 2.4100, -0.1004], [-2.9764, 3.7893, -0.7062], [-2.3152, 3.7996, 0.9078], [-5.0480, -0.7533, 1.8898], [-3.7045, -1.4567, 2.7383], [-2.9496, 1.3046, 2.5732], [-5.6983, 0.9550, 2.8133], [-4.1469, -0.3408, 4.8112], [-2.4763, -0.4861, 4.3330], [-3.2941, 2.2471, 4.8346], [-2.0936, 1.3800, 5.5877], [-3.9967, 4.5168, 3.0162], [-4.7301, 5.0529, 2.6976], [-4.1371, 3.6511, 2.6054], [2.2566, -4.8093, -3.4369], [2.4289, -5.5665, -2.8618], [1.3670, -4.5340, -3.1873], [-6.9893, 2.9323, 1.6501], [-6.1768, 2.5714, 2.0372], [-7.4397, 2.1721, 1.2681], [-2.0714, -5.8869, -2.9122], [-2.9907, -5.8653, -3.2061], [-1.9574, -5.0464, -2.4554], [2.4182, -7.7166, -2.9967], [2.3795, -7.3131, -3.8735], [3.2031, -8.2728, -3.0289], [-4.5417, -2.2928, -3.5264], [-3.9477, -1.6740, -3.9717], [-4.6071, -3.0342, -4.1398], [-6.2087, 0.7768, 6.6374], [-6.7980, 1.2694, 6.0586], [-5.3476, 0.8395, 6.2028], [1.1641, 3.1987, 4.1342], [1.3261, 2.4743, 4.7491], [0.2480, 3.4482, 4.2994], [2.8896, -1.9614, 3.5834], [3.8472, -1.8720, 3.6293], [2.7340, -2.3796, 2.7249], [-1.7762, -1.0589, 6.2950], [-1.9148, -1.9955, 6.1153], [-1.8988, -0.9838, 7.2475], [3.0063, 6.5543, 4.2631], [2.6357, 6.9778, 5.0446], [2.3778, 5.8507, 4.0556], [-5.6092, -4.9365, -2.7306], [-6.5002, -5.0199, -3.0844], [-5.5572, -4.0197, -2.4310], [3.9607, 4.9559, -1.1072], [4.5723, 5.6127, -1.4556], [3.9224, 4.2869, -1.7987], [8.1669, 3.9563, 1.9955], [7.3812, 4.2427, 2.4777], [8.8834, 4.0544, 2.6306], [2.3886, 9.0415, 2.0314], [2.5483, 8.3143, 2.6482], [1.4725, 9.2872, 2.1896], [-0.8221, -5.7527, -5.4922], [-1.0244, -6.6628, -5.7284], [-0.9429, -5.7199, -4.5313], [-1.9436, -3.9867, -7.6579], [-1.1580, -4.2090, -7.1371], [-2.2798, -4.8394, -7.9437], [5.9714, 6.0313, 1.4684], [5.4214, 6.4930, 0.8277], [6.8579, 6.0677, 1.0906], [-0.9631, -1.9074, -6.9839], [-1.3171, -1.3143, -6.3055], [-1.6240, -2.6155, -7.0566], [6.1364, 0.1487, -2.8483], [7.0966, 0.2219, -2.8230], [5.9565, -0.2706, -3.6972], [7.2108, 3.4574, -2.2207], [7.9729, 3.3312, -1.6453], [6.9075, 2.5624, -2.4138], [2.0006, -1.2263, -6.8292], [1.0471, -1.3862, -6.8168], [2.1664, -0.8642, -7.7045], [0.5661, -3.0755, -4.8216], [0.0411, -2.7275, -5.5604], [1.4601, -3.1416, -5.1752], [-3.4705, -6.2281, 3.4809], [-2.8613, -5.5811, 3.1063], [-3.5732, -6.8866, 2.7872]], "forces_ev_per_angstrom": [[1.07, 0.62, -0.24], [-0.85, 0.30, 0.22], [-0.23, 0.06, -0.55], [0.55, -0.53, -0.44], [0.47, 0.28, 0.19], [0.00, 0.13, -0.43], [-0.43, -0.49, 0.50], [0.68, 1.37, 0.12], [-0.16, -0.35, -0.12], [0.10, 0.44, -0.82], [0.42, -0.18, -1.22], [0.14, 0.31, -0.08], [-0.77, 0.13, -0.34], [0.25, -0.49, 0.65], [0.24, 0.44, -0.37], [0.10, -0.10, 0.17], [0.99, -1.22, 0.45], [0.10, 0.08, -0.55], [-0.48, 0.70, 0.31], [0.83, -1.21, -2.12], [0.64, 0.94, 1.08], [-0.84, -0.45, 0.71], [-0.17, 0.09, 0.11], [-0.10, 0.49, -0.36], [-0.49, 0.19, 0.85], [0.47, -0.21, -0.52], [-0.31, 1.01, 0.67], [-0.34, -0.04, 0.62], [-0.20, 0.54, -0.45], [0.27, -0.82, 1.12], [-0.01, 0.35, -0.48], [-0.97, 0.08, -0.18], [0.12, -0.13, -0.10], [-0.46, 0.09, 1.06], [0.61, -0.27, 0.28], [-0.33, -0.64, -0.10], [-0.12, -0.31, 0.16], [0.08, 0.18, 0.03], [0.48, -0.38, 0.46], [-0.01, -0.10, -0.24], [-0.09, -0.03, 0.22], [-0.38, 0.19, 0.25], [-0.26, -0.05, -0.03], [-0.17, -0.13, 0.24], [0.04, 0.25, -0.18], [0.02, -0.20, 0.06], [-0.36, -0.36, 0.04], [0.02, -0.29, 0.19], [-0.29, -0.38, 0.15], [-0.22, 0.23, 0.35], [-0.26, 0.15, 0.07], [-0.23, -0.13, -0.13], [-0.06, 0.26, -0.12], [0.08, 0.14, -0.23], [0.27, -0.46, -0.09], [-0.07, -0.16, 0.04], [-0.30, -0.03, -0.15], [0.43, -0.41, -0.21], [-0.01, -0.22, -0.14], [0.16, 0.16, 0.21], [-0.03, 0.05, -0.42], [-0.46, 0.04, -0.26], [0.14, -0.33, 0.25], [0.21, -0.11, -0.32], [0.14, 0.43, -0.15], [0.05, -0.04, 0.02], [-0.05, 0.01, -0.04], [0.00, -0.06, -0.14], [-0.01, 0.04, 0.12], [0.07, -0.09, 0.15], [0.10, -0.22, 0.39], [0.11, 0.00, -0.02], [-0.21, 0.24, -0.32], [0.18, -0.09, -0.09], [-0.05, 0.17, 0.14], [-0.10, 0.09, -0.03], [-0.13, 0.03, 0.03], [-0.03, -0.05, 0.04], [0.17, 0.10, -0.03], [0.13, 0.06, -0.15], [-0.13, -0.01, 0.01], [-0.02, -0.02, 0.09], [-0.03, -0.15, -0.07], [0.09, 0.15, 0.02], [0.01, -0.02, 0.05], [0.03, -0.07, -0.16], [0.00, 0.03, 0.04], [0.12, 0.15, 0.12], [-0.35, 0.07, 0.30], [0.10, -0.01, -0.04], [-0.01, -0.02, -0.03], [0.01, -0.15, 0.06], [-0.02, 0.12, -0.06], [0.01, 0.05, -0.03], [0.18, -0.29, 0.43], [0.06, 0.00, -0.02], [0.00, 0.06, -0.02], [-0.30, 0.18, -0.06], [0.09, -0.01, 0.04], [0.11, -0.10, 0.01], [0.01, 0.12, -0.06], [0.00, -0.08, 0.02], [0.10, -0.01, 0.00], [-0.12, 0.18, -0.25], [0.04, -0.06, -0.03], [0.05, -0.03, 0.03], [0.05, 0.13, 0.08], [-0.09, -0.05, -0.12], [0.02, -0.03, -0.03], [-0.07, -0.10, 0.13], [0.14, -0.06, -0.01], [0.01, 0.03, -0.05], [0.09, -0.14, -0.38], [0.02, -0.02, 0.08], [-0.17, 0.09, 0.04], [0.00, -1.04, -0.34], [-0.01, -0.56, 0.11], [-0.22, 0.02, 0.06], [0.28, 0.32, -0.12], [-0.15, -0.02, 0.12], [0.01, -0.09, 0.03], [0.29, 1.01, 0.88], [0.07, 0.08, -0.20], [-0.22, 0.53, -0.36], [0.20, 0.15, -0.15], [0.00, -0.15, 0.03], [-0.10, 0.03, 0.01], [0.06, -0.16, -0.03], [-0.05, 0.10, 0.08], [-0.15, 0.05, -0.03], [0.01, 0.05, -0.01], [-0.03, -0.02, -0.12], [0.01, -0.03, 0.00], [-0.09, 0.16, -0.04], [0.10, -0.11, 0.15], [0.04, -0.04, 0.05], [0.10, -0.03, -0.09], [-0.09, 0.13, 0.06], [-0.03, -0.02, 0.04]], "mulliken_charge": [-0.732, 0.556, -0.285, -0.123, -0.794, -0.358, -0.997, 0.080, -0.249, -1.500, -0.549, 1.315, -0.190, -0.014, -0.559, -0.309, 0.976, -1.342, 2.130, 0.644, -0.529, -0.502, -0.475, -1.305, -0.952, 0.008, -0.959, 1.581, -1.813, 0.652, -0.758, -1.103, -0.514, -0.525, -0.386, -0.260, 0.307, 0.357, 0.204, -0.187, 0.114, 0.279, 0.470, 0.383, 0.417, 0.426, 0.159, 0.233, 0.379, 0.570, 0.665, 0.387, 0.370, 0.314, 0.308, 0.496, 0.249, 0.338, 0.378, 0.599, 0.495, 0.088, 0.545, 0.310, 0.339, 0.255, 0.232, -0.715, 0.316, 0.356, -0.677, 0.307, 0.249, -0.632, 0.235, 0.354, -0.696, 0.277, 0.329, -0.660, 0.343, 0.305, -0.483, 0.143, 0.316, -0.695, 0.301, 0.397, -0.544, 0.279, 0.276, -0.652, 0.303, 0.363, -0.594, 0.285, 0.290, -0.646, 0.291, 0.301, -0.626, 0.305, 0.324, -0.592, 0.278, 0.276, -0.602, 0.338, 0.278, -0.645, 0.354, 0.301, -0.493, 0.230, 0.362, -0.722, 0.276, 0.323, -0.574, 0.260, 0.308, -0.743, 0.263, 0.434, -0.589, 0.307, 0.276, -0.619, 0.308, 0.286, -0.620, 0.309, 0.287, -0.238, 0.134, 0.299, -0.640, 0.327, 0.300]}



{"formula": "C13H26Cl2O9", "method": "ωB97M-V with the def2-TZVPD basis set", "max_force_ev_per_a": 1.54, "homo_lumo_gap_ha": 0.4163, "smiles": "CCOC(=O)OC.CCOC(=O)OC.CCOC(=O)OC.ClCCl", "de_lowest_ev": 0.009, "elements": ["C", "C", "O", "C", "O", "O", "C", "H", "H", "H", "H", "H", "H", "H", "H", "C", "C", "O", "C", "O", "O", "C", "H", "H", "H", "H", "H", "H", "H", "H", "C", "C", "O", "C", "O", "O", "C", "H", "H", "H", "H", "H", "H", "H", "H", "Cl", "C", "Cl", "H", "H"], "xyz": [[1.4691, -2.1791, 1.1757], [0.9028, -1.1402, 2.1101], [1.6965, 0.0455, 2.1609], [1.5842, 0.8724, 1.1291], [0.8363, 0.7347, 0.1960], [2.4255, 1.8879, 1.3065], [2.3810, 2.9134, 0.3039], [0.7605, -3.0124, 1.1136], [2.4312, -2.5740, 1.4953], [1.5238, -1.8009, 0.1534], [0.8576, -1.4875, 3.1400], [-0.1258, -0.8999, 1.8287], [2.8558, 3.7872, 0.7458], [1.3623, 3.1927, 0.0480], [2.9559, 2.5946, -0.5636], [0.8533, -6.6674, 2.8026], [0.1461, -5.6033, 3.6191], [-1.2670, -5.6790, 3.4302], [-1.8353, -4.7572, 2.6518], [-1.2748, -3.8324, 2.1242], [-3.1283, -5.0487, 2.5556], [-3.8921, -4.0805, 1.8363], [0.3289, -6.7616, 1.8467], [0.8806, -7.6382, 3.2934], [1.8618, -6.3843, 2.4992], [0.5184, -4.6269, 3.2955], [0.3378, -5.6344, 4.6896], [-3.5490, -3.0778, 2.0656], [-4.9454, -4.1544, 2.0979], [-3.8240, -4.2796, 0.7659], [1.2241, 7.8631, -3.6981], [-0.1010, 7.1438, -3.7515], [-0.1346, 6.0450, -2.8312], [-0.1399, 4.8279, -3.3581], [-0.2767, 4.5678, -4.5235], [0.0147, 3.9588, -2.3632], [0.1489, 2.5877, -2.7149], [1.5162, 8.1842, -2.7022], [1.1310, 8.7825, -4.2907], [2.0260, 7.3106, -4.1928], [-0.4173, 6.9111, -4.7646], [-0.8746, 7.8342, -3.3877], [0.9281, 2.1463, -2.1034], [0.3827, 2.4186, -3.7648], [-0.7954, 2.0800, -2.5270], [-3.2392, -1.0709, 0.0268], [-1.8754, -1.6041, -0.9542], [-1.4851, -0.4316, -2.2229], [-0.9940, -1.7427, -0.3428], [-2.1660, -2.5211, -1.4500]], "forces_ev_per_angstrom": [[-0.43, -0.43, -0.37], [-0.52, -0.30, 0.04], [0.33, 0.22, 0.19], [-0.07, 0.05, -0.03], [-0.12, -0.02, -0.24], [-0.05, 0.15, 0.10], [0.17, 0.23, 0.23], [0.12, 0.03, 0.25], [0.10, 0.15, 0.00], [0.28, 0.18, 0.09], [0.18, -0.06, 0.00], [0.12, 0.17, -0.09], [0.11, -0.14, 0.06], [-0.05, -0.25, -0.13], [-0.18, 0.01, -0.13], [-0.18, -0.17, -0.42], [0.87, 0.78, -0.29], [-0.26, -0.07, 0.16], [0.12, -0.39, 0.13], [0.03, 0.22, -0.14], [-0.21, 0.07, 0.22], [-0.32, 0.21, -0.44], [-0.11, -0.15, 0.15], [-0.05, -0.02, -0.05], [0.09, 0.11, 0.45], [-0.33, -0.02, -0.05], [-0.13, -0.40, 0.03], [0.10, 0.03, -0.12], [0.14, -0.36, 0.36], [0.21, 0.16, 0.01], [0.24, 0.39, -0.85], [-0.71, 1.24, 0.57], [0.14, 0.21, -0.17], [-0.10, -0.20, -0.18], [0.11, -0.16, -0.12], [0.31, 0.16, 0.04], [-0.34, -0.76, -0.34], [-0.02, -0.30, 0.15], [-0.11, -0.08, 0.07], [0.00, -0.19, 0.32], [0.30, -0.64, 0.05], [0.14, -0.18, 0.09], [-0.06, 0.07, 0.21], [0.09, 0.44, -0.04], [0.06, 0.09, 0.20], [0.01, 0.10, 0.14], [0.01, -0.03, -0.37], [-0.02, -0.12, 0.01], [-0.04, 0.07, 0.18], [0.03, -0.08, 0.05]], "mulliken_charge": [-1.078, -0.021, -0.365, 0.743, -0.506, -0.380, -0.607, 0.218, 0.346, 0.367, 0.277, 0.243, 0.264, 0.293, 0.273, -1.106, 0.119, -0.352, 0.787, -0.569, -0.360, -0.568, 0.307, 0.306, 0.338, -0.026, 0.332, 0.246, 0.273, 0.265, -1.100, -0.219, -0.316, 0.728, -0.577, -0.311, -0.573, 0.301, 0.355, 0.298, 0.332, 0.279, 0.268, 0.407, 0.094, -0.197, 0.358, -0.151, -0.398, 0.362]}